1.
ORCA calculation (ωB97M-V with the def2-TZVPD basis set) on the molecule C20H12F4N2 in a non-equilibrium geometry.

The geometry in XYZ format:
```
38
Properties=species:S:1:pos:R:3:forces:R:3:lowdin_charge:R:1
F 4.757862 -1.864160 -0.662439 -0.66 0.93 -0.40 0.047
C 3.755623 -0.953070 -0.900195 0.53 -0.27 0.77 -0.230
C 3.935750 0.061298 -1.820006 0.06 -0.34 -0.44 0.067
C 2.867114 0.917856 -2.042733 -0.36 0.40 -0.11 -0.227
F 2.898358 1.819078 -3.071491 0.41 -0.55 0.94 0.059
C 1.743460 0.900078 -1.242846 0.37 -0.06 -0.06 0.046
C 1.613399 -0.110695 -0.283048 0.96 0.25 0.63 -0.136
C 0.336153 0.007060 0.530850 0.80 -0.45 1.94 -0.149
C -0.062154 -1.163996 1.603802 0.35 0.73 -0.52 -0.125
C -1.094385 -0.837682 2.497828 0.59 -0.06 0.21 0.030
C -1.303023 -1.657292 3.605054 -0.81 0.31 -0.10 -0.230
F -2.434803 -1.453299 4.354536 1.25 0.06 -0.32 0.051
C -0.431855 -2.674084 3.970822 -0.36 -0.10 -0.25 0.067
C 0.486022 -3.048272 3.010579 0.81 -0.24 -0.19 -0.224
F 1.376477 -4.065997 3.293576 -1.11 0.92 -0.36 0.044
C 0.616877 -2.385969 1.785770 0.45 0.25 -0.08 0.017
C 2.632702 -1.045363 -0.090499 -0.21 0.55 0.16 0.039
H 4.869102 0.187067 -2.340738 0.06 -0.17 -0.29 0.132
H 1.016018 1.708553 -1.305868 0.29 -0.46 -0.39 0.104
H 0.398100 0.913241 1.216936 -0.08 -0.89 -1.00 0.181
H -1.643206 0.097066 2.400058 -0.12 -0.32 -0.07 0.137
H -0.510092 -3.162268 4.930780 -0.08 -0.15 -0.08 0.135
H 1.326132 -2.785881 1.045818 -0.62 0.19 0.67 0.114
H 2.619126 -1.700217 0.777745 0.30 0.15 -0.66 0.102
C -3.173879 2.945362 -2.406718 -0.16 -0.43 0.01 -0.090
C -3.417568 1.578792 -2.336263 0.54 -0.08 0.08 -0.014
C -2.478013 0.793479 -1.670772 0.73 0.63 0.73 -0.268
C -1.323176 1.349849 -1.066683 -0.01 -0.51 1.17 -0.114
C -1.148371 2.752920 -1.011556 -0.32 -0.44 0.01 -0.032
C -2.092978 3.528103 -1.713451 0.46 -0.45 0.24 -0.090
N -0.654427 0.193823 -0.471391 -3.10 1.46 -1.17 -0.023
C -1.429859 -0.875134 -0.822113 -1.25 1.22 -0.07 -0.109
N -2.551920 -0.546116 -1.435184 1.24 -2.07 -0.20 0.125
H -3.841305 3.557862 -3.007132 0.10 0.09 0.29 0.100
H -4.254999 1.020955 -2.753118 0.01 0.59 -0.15 0.117
H -0.355550 3.203534 -0.393193 -0.41 -0.10 -0.53 0.112
H -2.003098 4.612715 -1.713880 0.09 -0.25 0.00 0.099
H -1.043615 -1.819197 -0.462839 -0.76 -0.34 -0.38 0.136
```
Forces are in eV/Å.

Calculated values
SMILES string: Fc1cc(F)cc(C(c2cc(F)cc(F)c2)n2cnc3ccccc32)c1
E_HOMO, eV: -8.66
Net charge: 0
Orbital gap, eV: 9.019
Relative energy (zero: lowest compared OMol25 entry of this formula, charge and spin), kJ/mol: 0.0

2.
ORCA calculation (ωB97M-V with the def2-TZVPD basis set) on a structure of composition C20H13BCl3NiO4 in a non-equilibrium geometry.

The geometry in XYZ format:
```
42
Properties=species:S:1:pos:R:3:forces:R:3:lowdin_charge:R:1
Ni -0.467188 -0.250138 0.759707 -0.47 0.38 0.49 0.659
Cl -3.803155 -2.163016 7.154088 -0.32 -0.26 0.41 0.637
C -2.809532 -1.585955 5.867208 -0.36 -0.69 -0.41 -0.712
C -1.900539 -0.591446 6.120236 1.78 1.67 1.33 -0.140
C -1.095942 -0.055361 5.140463 -0.44 -0.60 -0.19 -0.613
Cl 0.168498 1.070268 5.418063 0.02 0.30 0.43 0.704
C -1.244987 -0.488809 3.810646 0.43 -0.75 -3.40 -0.382
O -0.559857 -0.036252 2.815854 -0.15 0.31 1.16 -0.135
C -2.172963 -1.561493 3.532656 -0.38 0.57 1.24 -0.109
C -2.524961 -2.037305 2.196895 1.12 0.07 0.89 -0.177
O -2.107754 -1.637386 1.118612 -0.34 -0.27 0.05 -0.004
C -2.911512 -2.106632 4.605031 0.10 0.61 -1.20 -0.076
H -1.694915 -0.201647 7.139791 -0.54 -0.48 -0.65 0.118
H -3.178622 -2.925228 2.293651 -0.26 0.14 -0.64 0.121
H -3.627669 -2.842894 4.300418 -0.42 -0.51 0.46 0.099
Cl -1.841270 0.663245 -3.103977 -0.28 0.08 0.32 0.651
C -0.904028 1.998423 -2.456275 0.57 -0.65 0.71 -0.602
C -0.064916 2.600245 -3.374894 0.22 -0.38 -1.03 -0.182
C 0.853034 3.558873 -3.023606 0.67 1.60 1.34 -0.114
C 0.902013 3.906484 -1.618903 1.07 -0.39 -1.14 -0.095
C 0.166639 3.167067 -0.722944 -0.29 1.09 0.74 -0.094
C -0.780806 2.210136 -1.063025 -0.88 -1.03 -0.66 -0.350
C -1.483453 1.435659 -0.027517 -0.49 -0.51 -0.26 -0.173
H -0.074246 2.190720 -4.392825 -0.15 0.44 0.31 0.094
H 1.493193 4.077110 -3.790532 -0.72 -0.70 0.98 0.099
H 1.637318 4.618441 -1.178782 -0.65 -0.40 -0.76 0.099
H 0.198752 3.399205 0.343043 0.37 -0.01 -0.18 0.113
H -2.461068 1.021562 -0.370849 0.72 0.31 0.21 0.039
H -1.615090 1.981894 0.919282 0.06 0.05 -0.32 0.046
O 1.828486 -0.030294 -1.135688 0.69 0.19 -2.85 0.098
B 0.810669 -0.843509 -0.686616 -0.52 -0.99 0.31 -0.484
O 0.803087 -2.065427 -1.464588 -0.16 0.83 -0.02 0.091
C 1.706985 -1.877480 -2.460723 -0.18 0.51 1.18 -0.258
C 2.203192 -2.826719 -3.281013 0.70 -0.11 -1.34 -0.006
C 3.302277 -2.430226 -4.095504 -1.94 -4.46 -0.93 -0.111
C 3.817664 -1.201237 -4.001328 1.81 0.67 -1.34 -0.155
C 3.359149 -0.261057 -3.130977 -0.15 2.99 1.03 -0.026
C 2.289713 -0.607439 -2.385207 -0.96 -0.51 3.22 -0.147
H 1.765140 -3.816070 -3.315479 0.14 -0.01 -0.02 0.114
H 3.596074 -3.268361 -4.847793 0.09 1.97 1.29 0.129
H 4.665299 -0.972246 -4.600116 0.58 0.31 -0.56 0.091
H 3.757278 0.784313 -3.006471 -0.08 -1.38 -0.25 0.144
```
Forces are in eV/Å.

Calculated values
E_HOMO (spin up / spin down), eV: -3.63 / -4.64
Net charge: -1
Orbital gap (spin up / spin down), eV: 6.017 / 7.034
2S+1: 3

3.
ORCA calculation (ωB97M-V with the def2-TZVPD basis set) on a structure of composition C20H13Cl2F6LiN2O6 in a non-equilibrium geometry.

The geometry in XYZ format:
```
50
Properties=species:S:1:pos:R:3:forces:R:3:lowdin_charge:R:1
Li 8.474449 9.748563 7.549881 -0.02 0.26 -0.26 0.610
Cl 8.443602 17.162716 7.252579 0.09 0.75 0.19 0.565
C 8.467133 15.434679 7.082323 0.00 0.36 -0.84 -0.722
C 8.350788 14.917484 5.770436 0.09 0.41 0.71 -0.145
C 8.332798 13.581489 5.606117 -0.52 -0.37 0.73 -0.015
C 8.291221 12.657977 6.745539 0.46 -0.22 -0.81 -0.377
O 8.193301 11.441012 6.473392 -0.17 -0.28 0.72 -0.087
C 8.459918 13.241791 8.058994 0.03 -0.20 -0.88 -0.143
C 8.527508 12.483026 9.269513 -0.10 0.54 0.89 -0.121
N 8.095531 11.295614 9.445636 -0.03 -0.24 0.29 0.094
C 8.150399 10.705036 10.718520 -0.52 0.69 -0.58 -0.210
C 7.569328 11.237275 11.858047 -0.24 0.08 0.44 -0.020
C 7.601875 10.477488 13.065595 0.38 -0.11 -0.86 -0.097
C 8.254319 9.272680 13.112406 -0.41 0.73 -0.16 -0.082
C 8.823436 8.697864 11.975888 0.16 -0.42 -0.99 -0.154
C 9.441617 7.407039 11.913716 -0.07 -0.26 0.41 -0.024
C 9.760109 6.876884 10.703004 -0.16 0.11 -0.06 -0.047
C 9.507479 7.642003 9.540808 0.40 -0.32 0.31 -0.131
N 9.103629 8.866136 9.570550 -1.10 0.14 -0.39 0.100
C 8.688509 9.393158 10.748319 0.93 -0.34 0.43 -0.155
C 8.580547 14.633444 8.159239 -0.01 -0.48 0.84 -0.114
H 8.285689 15.626232 4.961715 0.02 0.01 -0.31 0.083
H 8.209198 13.128523 4.643075 0.09 -0.20 -0.36 0.100
H 8.953605 13.067274 10.130899 -0.22 -0.50 -0.40 0.136
H 7.029174 12.204990 11.823553 0.50 -0.72 -0.08 0.112
H 7.098244 10.774077 13.967444 -0.16 0.51 0.12 0.083
H 8.241381 8.737492 14.016282 0.12 -0.74 1.13 0.082
H 9.628990 6.788948 12.806863 -0.23 0.60 -0.22 0.109
H 10.181225 5.886389 10.584240 0.00 0.02 0.15 0.099
H 9.666321 7.205659 8.577947 0.23 -0.11 -0.54 0.115
H 8.728707 15.036374 9.155888 -0.03 0.22 -0.06 0.102
O 12.907795 10.677444 7.537169 0.03 0.38 -0.14 -0.374
Cl 11.713652 10.025850 8.015033 1.08 -0.05 0.13 0.612
O 12.103632 8.760408 8.574173 0.03 -0.85 0.17 -0.379
O 11.077459 10.797650 9.030911 -0.14 0.86 0.67 -0.355
O 10.801770 9.836865 6.930262 -0.74 -0.33 -0.68 -0.369
C 5.417914 8.663838 8.166059 -0.86 0.12 0.43 -0.007
C 6.089217 8.104233 6.924530 -0.65 -1.34 -0.28 -0.585
O 7.354058 8.376629 6.802785 1.27 0.58 0.17 -0.186
C 5.256886 8.597758 5.683117 -0.29 0.52 -0.55 -0.523
F 4.864510 9.890886 5.809336 0.36 0.01 0.16 0.112
F 5.952197 8.527602 4.539930 -0.08 -0.09 0.10 0.138
F 4.075974 7.942096 5.450985 0.16 -0.19 0.06 0.089
C 5.930911 6.514423 6.919171 -0.97 1.90 0.01 -0.604
F 6.279040 6.039785 5.740625 0.75 -0.84 -0.97 0.159
F 4.663605 6.095745 7.111203 -0.96 -0.38 0.36 0.103
F 6.629254 5.914291 7.868806 0.89 -0.27 0.49 0.149
H 5.740686 9.715461 8.236264 -0.21 -0.40 0.16 0.089
H 5.798073 8.084334 9.023056 -0.23 0.38 -0.12 0.089
H 4.293284 8.602987 8.107658 1.03 0.05 0.24 0.098
```
Forces are in eV/Å.

Calculated values
E_HOMO (spin up / spin down), eV: -1.77 / -1.77
Net charge: -2
Orbital gap (spin up / spin down), eV: 6.199 / 6.200

no.,calculated total energy (eV)
1,-34783.5021
2,-108430.0105
3,-77769.0496